[1]
The following is a DFT calculation (the ωB97M-V functional and the def2-TZVPD basis) of a molecular structure, C33H66NO9Rb3 at a distorted geometry.

Last column: Löwdin charge in e.
Atoms and positions in Å:
Rb -5.348 7.473 8.633  0.895
Rb -9.216 7.577 5.894  0.920
Rb -7.192 11.737 6.303  0.886
C -6.111 10.810 9.865  -0.049
C -7.605 10.560 10.288  -0.452
C -8.172 11.915 10.882  -0.111
C -9.697 11.909 11.145  -0.161
C -10.469 11.700 9.821  -0.115
C -9.981 10.434 9.003  -0.410
N -8.484 10.225 9.124  -0.171
O -7.899 9.179 8.268  -0.505
C -10.448 10.619 7.474  -0.033
C -10.688 9.205 9.657  -0.024
C -7.526 9.532 11.453  -0.022
H -6.087 11.537 9.053  0.035
H -5.637 9.854 9.645  -0.020
H -5.476 11.224 10.648  0.084
H -7.864 12.651 10.140  0.100
H -7.626 12.104 11.806  0.117
H -10.095 12.808 11.615  0.083
H -9.900 11.055 11.792  0.073
H -10.312 12.652 9.315  0.096
H -11.531 11.646 10.062  0.114
H -9.799 11.289 6.909  0.011
H -11.474 10.986 7.454  0.092
H -10.332 9.600 7.102  -0.023
H -10.506 9.204 10.732  0.063
H -10.297 8.276 9.242  0.065
H -11.742 9.168 9.381  0.067
H -6.813 8.737 11.235  0.068
H -8.526 9.120 11.593  0.040
H -7.262 10.000 12.402  0.087
C -1.978 10.254 11.693  0.002
C -2.408 9.294 10.606  -0.421
O -3.454 8.584 10.709  -0.080
C -1.435 9.297 9.417  -0.012
H -1.118 10.812 11.321  0.086
H -1.778 9.671 12.592  0.107
H -2.869 10.868 11.819  0.089
H -0.453 8.957 9.747  0.099
H -1.298 10.278 8.962  0.096
H -1.686 8.455 8.771  0.073
C -14.902 6.856 11.891  -0.012
C -15.055 8.329 11.859  -0.522
O -16.151 8.840 12.034  0.082
C -13.957 9.150 11.408  -0.033
H -15.407 6.393 12.738  0.097
H -13.898 6.430 11.886  0.072
H -15.335 6.487 10.961  0.089
H -13.720 8.880 10.379  0.067
H -13.026 9.072 11.969  0.087
H -14.277 10.189 11.487  0.077
C -13.751 8.642 5.989  -0.002
C -13.144 7.725 6.995  -0.426
O -11.893 7.642 7.002  -0.107
C -13.956 6.962 8.006  0.009
H -13.036 9.449 5.830  0.076
H -14.726 9.108 6.131  0.098
H -13.720 8.227 4.982  0.099
H -13.308 6.345 8.628  0.083
H -14.683 6.290 7.549  0.103
H -14.542 7.678 8.583  0.084
C -9.193 15.441 11.213  -0.003
C -8.766 16.045 9.863  -0.427
O -7.958 17.001 9.783  0.028
C -9.429 15.527 8.582  -0.014
H -8.442 14.867 11.757  0.083
H -9.902 14.636 11.018  0.034
H -9.610 16.285 11.763  0.100
H -9.002 14.532 8.457  0.060
H -8.978 16.123 7.788  0.081
H -10.501 15.713 8.636  0.096
C -9.196 6.339 11.321  -0.016
C -10.375 5.430 11.125  -0.518
O -11.025 5.658 10.155  0.072
C -10.643 4.269 12.016  0.002
H -9.675 7.271 11.620  0.063
H -8.597 6.552 10.435  0.076
H -8.460 6.039 12.067  0.090
H -10.606 4.708 13.013  0.095
H -10.003 3.391 11.937  0.099
H -11.666 3.972 11.782  0.089
C -11.055 10.573 15.952  0.006
C -10.008 9.510 15.524  -0.470
O -9.582 8.586 16.150  0.090
C -9.586 9.607 14.063  -0.044
H -11.625 10.174 16.791  0.092
H -11.596 10.904 15.066  0.044
H -10.489 11.455 16.250  0.091
H -10.371 9.318 13.364  0.070
H -8.763 8.921 13.859  0.070
H -9.282 10.617 13.790  0.074
C -4.624 14.509 9.842  0.012
C -5.009 14.409 8.364  -0.479
O -5.939 13.759 7.953  -0.069
C -4.294 15.439 7.542  -0.003
H -4.867 13.604 10.398  0.065
H -5.273 15.243 10.321  0.101
H -3.560 14.734 9.912  0.091
H -4.294 16.446 7.961  0.108
H -4.911 15.496 6.646  0.086
H -3.299 15.052 7.322  0.100
C -12.795 14.381 12.592  -0.011
C -12.751 13.322 13.709  -0.501
O -12.197 13.494 14.776  0.076
C -13.498 12.094 13.384  -0.042
H -12.116 15.151 12.958  0.079
H -13.820 14.751 12.551  0.092
H -12.470 13.965 11.639  0.066
H -12.973 11.574 12.582  0.064
H -14.451 12.430 12.976  0.096
H -13.825 11.455 14.205  0.099

Results
energy relative to the best compared isomer or geometry (same formula, charge and spin): 0.00 kcal per mole
net charge: +2
orbital gap: 0.19403 Ha

[2]
The following is a DFT calculation (the ωB97M-V functional and the def2-TZVPD basis) of a molecular structure, C33H71BN2P2PtSbSi3 at a distorted geometry.

Last column: Löwdin charge in e.
Atoms and positions in Å:
Pt -0.743 1.052 -0.533  0.490
C 4.906 -0.740 2.358  -0.084
C 3.853 -1.513 1.550  -0.707
C 4.539 -2.597 0.712  -0.104
C 2.889 -2.201 2.535  -0.106
P 2.695 -0.499 0.470  1.157
C 2.366 0.948 1.620  -0.258
N 0.978 0.905 2.092  0.005
B -0.213 0.639 1.350  -0.782
N -1.259 0.383 2.289  -0.016
C -2.593 -0.029 1.981  -0.279
P -2.748 -0.152 0.136  1.058
C -2.374 -1.982 -0.243  -0.675
C -3.562 -2.932 -0.061  -0.088
C -1.901 -2.060 -1.707  -0.107
C -1.230 -2.461 0.656  -0.092
C -4.547 0.228 -0.111  -0.680
C -5.502 -0.587 0.759  -0.070
C -4.868 0.068 -1.606  -0.082
C -4.699 1.722 0.256  -0.107
C -0.743 0.578 3.580  -0.165
C -1.362 0.523 4.815  -0.009
C -0.592 0.788 5.949  -0.088
C 0.758 1.093 5.835  -0.085
C 1.383 1.148 4.586  -0.024
C 0.623 0.889 3.458  -0.196
C 3.632 0.254 -0.973  -0.703
C 3.799 -0.845 -2.039  -0.101
C 4.983 0.894 -0.647  -0.078
C 2.710 1.317 -1.564  -0.147
H 5.661 -1.446 2.720  0.093
H 4.472 -0.264 3.241  0.071
H 5.422 0.023 1.777  0.061
H 4.952 -3.360 1.381  0.090
H 5.368 -2.194 0.125  0.070
H 3.837 -3.092 0.034  0.081
H 3.464 -2.772 3.275  0.094
H 2.220 -2.893 2.014  0.077
H 2.269 -1.477 3.080  0.068
H 2.585 1.887 1.113  0.040
H 3.004 0.877 2.494  0.066
H -3.318 0.690 2.367  0.086
H -2.837 -1.002 2.416  0.102
H -4.374 -2.738 -0.762  0.067
H -3.957 -2.898 0.958  0.083
H -3.219 -3.955 -0.241  0.095
H -2.688 -1.767 -2.412  0.074
H -1.597 -3.087 -1.943  0.094
H -1.044 -1.414 -1.873  0.043
H -1.530 -2.535 1.707  0.087
H -0.348 -1.820 0.589  0.044
H -0.932 -3.461 0.324  0.099
H -5.668 -1.591 0.378  0.065
H -6.467 -0.069 0.764  0.100
H -5.166 -0.659 1.798  0.083
H -4.793 -0.969 -1.939  0.066
H -4.197 0.672 -2.225  0.078
H -5.893 0.404 -1.794  0.096
H -4.763 1.868 1.336  0.074
H -5.626 2.107 -0.182  0.100
H -3.872 2.327 -0.117  0.033
H -2.415 0.274 4.904  0.111
H -1.054 0.755 6.929  0.104
H 1.338 1.295 6.728  0.105
H 2.435 1.406 4.508  0.110
H 4.546 -1.588 -1.759  0.061
H 4.119 -0.393 -2.984  0.088
H 2.852 -1.366 -2.218  0.079
H 5.731 0.146 -0.378  0.074
H 4.904 1.617 0.172  0.063
H 5.360 1.429 -1.528  0.094
H 1.695 0.929 -1.666  0.037
H 3.052 1.598 -2.567  0.092
H 2.662 2.218 -0.950  0.011
C 1.801 6.726 -0.021  -0.219
Si 2.082 4.913 -0.355  0.311
C 3.293 4.259 0.904  -0.212
C 2.752 4.737 -2.081  -0.205
Sb -0.201 3.723 -0.124  0.942
Si -1.170 4.897 1.954  0.313
C -1.328 6.728 1.688  -0.207
C -0.012 4.504 3.345  -0.197
C -2.839 4.140 2.241  -0.217
Si -1.347 4.483 -2.296  0.286
C -0.599 3.353 -3.572  -0.224
C -1.018 6.277 -2.642  -0.215
C -3.164 4.137 -2.127  -0.222
H 2.651 7.302 -0.412  0.047
H 1.735 6.920 1.056  0.028
H 0.888 7.105 -0.494  0.017
H 3.976 5.069 1.192  0.051
H 3.899 3.440 0.500  0.008
H 2.792 3.902 1.810  0.021
H 3.635 5.384 -2.180  0.050
H 2.016 5.060 -2.828  0.017
H 3.055 3.712 -2.321  0.007
H -0.367 7.236 1.801  0.020
H -2.017 7.138 2.440  0.047
H -1.730 6.969 0.697  0.025
H 0.976 4.953 3.181  0.031
H 0.116 3.420 3.459  0.019
H -0.409 4.898 4.290  0.052
H -3.531 4.373 1.423  0.028
H -3.274 4.517 3.177  0.050
H -2.748 3.048 2.318  0.013
H 0.473 3.544 -3.695  0.022
H -1.082 3.476 -4.550  0.046
H -0.718 2.304 -3.269  0.011
H 0.047 6.461 -2.826  0.025
H -1.333 6.903 -1.799  0.024
H -1.577 6.603 -3.530  0.045
H -3.327 3.065 -1.968  -0.001
H -3.704 4.432 -3.036  0.048
H -3.599 4.680 -1.281  0.034

Results
energy relative to the best compared isomer or geometry (same formula, charge and spin): 15.84 kcal per mole
net charge: +1
orbital gap: 0.25110 Ha

[3]
The following is a DFT calculation (the ωB97M-V functional and the def2-TZVPD basis) of 5 unconnected molecules or ions with the total composition C33H72ClN4O4 at a distorted geometry.

Last column: Löwdin charge in e.
Atoms and positions in Å:
C -2.703 1.552 -3.409  -0.090
O -3.695 0.727 -2.799  -0.191
C -3.543 0.556 -1.402  -0.244
C -4.388 -0.642 -1.009  -0.098
N -5.819 -0.299 -1.321  0.060
H -5.815 0.251 -2.179  0.171
H -6.444 -1.126 -1.357  0.187
C -6.413 0.558 -0.291  -0.108
C -6.858 -0.247 0.882  -0.222
O -7.372 -1.475 0.469  -0.190
C -7.337 -2.566 1.477  0.009
H -1.687 1.187 -3.173  0.082
H -2.690 2.647 -3.152  0.095
H -2.829 1.542 -4.491  0.094
H -3.910 1.456 -0.920  0.123
H -2.522 0.368 -1.152  0.013
H -4.371 -0.793 0.076  0.101
H -4.101 -1.573 -1.518  0.146
H -7.262 0.899 -0.827  0.137
H -5.820 1.414 0.001  0.143
H -7.509 0.365 1.447  0.137
H -5.987 -0.486 1.409  0.099
H -8.167 -2.331 2.167  0.111
H -6.411 -2.468 1.994  0.073
H -7.402 -3.518 1.015  0.084
C 2.007 1.610 -1.857  -0.012
C 2.414 3.018 -2.174  -0.469
C 3.246 3.149 -3.446  -0.118
C 3.347 4.553 -4.030  -0.175
C 1.989 5.188 -4.288  -0.129
C 1.083 5.318 -3.089  -0.484
N 1.199 3.895 -2.419  0.111
O 0.189 3.626 -1.678  0.158
C -0.309 5.572 -3.485  -0.012
C 1.503 6.304 -2.064  0.005
C 3.015 3.632 -0.947  0.017
H 1.349 1.643 -0.980  0.091
H 2.862 1.098 -1.459  0.093
H 1.599 0.962 -2.631  0.105
H 2.816 2.486 -4.186  0.126
H 4.288 2.834 -3.328  0.146
H 3.942 4.555 -4.972  0.145
H 3.968 5.160 -3.305  0.131
H 1.606 4.504 -5.106  0.154
H 2.137 6.172 -4.788  0.157
H -0.885 5.540 -2.590  0.083
H -0.645 4.750 -4.124  0.111
H -0.429 6.573 -3.875  0.125
H 2.558 6.267 -1.767  0.094
H 0.888 6.265 -1.158  0.116
H 1.289 7.283 -2.478  0.120
H 2.244 3.800 -0.187  0.115
H 3.598 4.499 -1.127  0.081
H 3.679 2.848 -0.656  0.102
C 1.837 -0.273 2.346  -0.045
C 1.551 0.498 3.692  -0.418
C 0.926 1.839 3.317  -0.158
C 0.373 2.565 4.497  -0.162
C -0.768 1.689 5.071  -0.079
C -0.325 0.286 5.552  -0.468
N 0.604 -0.276 4.552  0.007
O 0.471 -1.459 4.344  0.212
C -1.441 -0.697 5.820  0.002
C 0.603 0.378 6.751  0.021
C 2.885 0.614 4.477  0.021
H 0.887 -0.648 1.914  -0.021
H 2.540 -1.128 2.618  0.104
H 2.383 0.328 1.667  0.070
H 0.145 1.727 2.437  0.154
H 1.690 2.488 2.816  0.137
H -0.111 3.462 4.134  0.123
H 1.113 2.848 5.241  0.121
H -1.389 1.396 4.222  0.127
H -1.356 2.196 5.823  0.137
H -2.198 -0.099 6.380  0.123
H -1.113 -1.524 6.465  0.112
H -2.009 -0.979 4.946  0.097
H 1.384 1.126 6.715  0.083
H 1.079 -0.554 6.923  0.100
H -0.118 0.539 7.524  0.112
H 3.236 -0.407 4.624  0.100
H 2.769 1.114 5.425  0.070
H 3.664 1.016 3.834  0.108
C 5.204 -5.412 -3.335  -0.090
C 4.172 -5.810 -2.268  -0.249
C 3.407 -4.636 -1.735  -0.194
C 2.241 -5.093 -0.825  -0.091
N 1.242 -3.994 -0.525  -0.289
C 0.238 -4.425 0.524  -0.072
C -0.979 -4.925 -0.310  -0.133
C -0.710 -4.693 -1.837  -0.101
C 0.456 -3.624 -1.764  -0.085
C 1.984 -2.764 -0.059  0.005
H 5.906 -6.199 -3.546  0.071
H 5.856 -4.639 -2.935  0.073
H 4.883 -5.100 -4.340  0.084
H 4.737 -6.356 -1.536  0.117
H 3.533 -6.581 -2.607  0.099
H 2.954 -3.976 -2.544  0.129
H 4.095 -4.020 -1.207  0.102
H 2.590 -5.434 0.142  0.136
H 1.642 -5.910 -1.277  0.150
H -0.116 -3.539 1.065  0.095
H 0.768 -5.161 1.124  0.131
H -1.859 -4.348 -0.006  0.101
H -1.334 -5.956 -0.144  0.122
H -1.676 -4.338 -2.290  0.134
H -0.284 -5.533 -2.333  0.091
H 0.054 -2.636 -1.591  0.110
H 1.107 -3.727 -2.643  0.122
H 2.690 -2.577 -0.860  0.085
H 2.558 -3.039 0.840  0.120
H 1.262 -1.940 0.124  0.062
Cl -1.428 -0.777 0.827  -0.335

Results
net charge: +3
orbital gap: 0.18662 Ha